Record 1
The following is a quantum chemistry calculation of C32H53Ge2N3O4Sn as an isolated structure, from OMol25.

```
95
Properties=species:S:1:pos:R:3:forces:R:3:lowdin_charge:R:1
Sn 0.153 -0.468 -0.330 0.019 0.160 0.416 1.20
C -4.455 -1.712 2.926 0.011 0.000 0.017 0.00
N -3.024 -1.467 2.737 -0.009 0.062 -0.012 -0.10
C -2.167 -1.661 3.907 0.004 -0.020 -0.008 0.01
C -2.513 -1.071 1.586 -0.066 0.127 0.019 -0.38
O -1.298 -0.794 1.459 0.013 -0.213 -0.192 -0.12
C -3.460 -0.946 0.394 0.070 -0.017 -0.097 -0.11
O -2.641 -0.781 -0.736 0.053 -0.211 0.064 -0.26
C -3.145 -1.174 -1.987 0.037 -0.011 0.073 -0.09
C -1.929 -1.503 -2.855 0.161 0.190 -0.037 -0.38
O -0.780 -1.390 -2.384 -0.139 -0.271 0.017 -0.09
N -2.140 -1.880 -4.108 -0.020 -0.009 -0.034 -0.12
C -3.458 -2.049 -4.713 0.021 0.000 0.000 0.00
C -1.014 -2.179 -4.991 -0.029 -0.002 0.012 0.01
H -4.709 -2.751 2.708 0.009 0.005 0.003 0.11
H -5.058 -1.048 2.312 -0.001 -0.004 0.000 0.09
H -4.699 -1.508 3.965 -0.005 0.007 0.002 0.11
H -2.506 -2.549 4.438 0.006 0.000 0.001 0.11
H -2.230 -0.799 4.571 -0.011 0.001 0.003 0.11
H -1.139 -1.793 3.587 0.003 0.014 0.004 0.08
H -4.112 -0.077 0.534 -0.035 -0.018 0.016 0.14
H -4.092 -1.836 0.307 0.032 -0.033 0.004 0.14
H -3.727 -0.369 -2.445 -0.018 0.002 -0.004 0.15
H -3.793 -2.054 -1.896 0.007 -0.009 0.007 0.14
H -4.258 -1.818 -4.019 0.002 -0.007 0.000 0.08
H -3.574 -3.079 -5.049 -0.009 0.002 -0.001 0.11
H -3.549 -1.390 -5.576 -0.001 0.002 -0.002 0.11
H -0.090 -1.857 -4.526 0.000 0.013 0.002 0.08
H -1.154 -1.649 -5.932 0.003 -0.001 -0.005 0.10
H -0.975 -3.250 -5.192 0.002 0.004 -0.003 0.11
O 1.937 -0.882 -1.933 -0.239 0.158 0.049 -0.18
C 2.435 -2.181 -2.319 -0.065 -0.008 0.076 -0.19
C 3.305 -2.792 -1.240 -0.015 -0.076 0.026 -0.13
C 2.650 -2.824 0.152 -0.073 0.115 -0.095 -0.15
C 1.328 -3.525 0.162 0.055 0.081 -0.070 -0.24
C 1.272 -4.903 0.342 0.026 -0.005 0.014 0.02
C 0.068 -5.569 0.263 0.005 -0.052 0.009 -0.01
C -1.078 -4.833 -0.004 -0.001 0.042 0.007 -0.02
C -0.958 -3.472 -0.162 0.031 -0.031 0.123 -0.10
N 0.208 -2.811 -0.069 0.037 0.034 -0.291 0.04
H 2.668 -0.257 -1.824 0.055 -0.090 0.023 0.08
H 2.983 -2.094 -3.258 -0.005 0.053 0.009 0.14
H 1.539 -2.771 -2.506 -0.004 -0.022 0.011 0.11
H 4.242 -2.236 -1.158 0.021 -0.008 -0.034 0.12
H 3.570 -3.801 -1.568 0.023 -0.011 0.066 0.13
H 2.496 -1.802 0.497 0.042 -0.144 0.002 0.01
H 3.330 -3.303 0.855 -0.018 -0.047 0.013 0.14
H 2.190 -5.439 0.542 0.004 0.014 -0.012 0.13
H 0.019 -6.641 0.400 0.006 0.010 0.003 0.13
H -2.046 -5.308 -0.087 -0.001 0.031 -0.004 0.12
H -1.821 -2.868 -0.370 -0.146 0.125 -0.047 0.09
C -2.990 3.744 -0.316 -0.014 -0.019 0.017 -0.15
C -2.668 2.248 -0.378 0.013 -0.007 -0.050 -0.36
Ge -0.811 1.894 -0.915 0.188 0.046 -0.062 0.84
C -0.322 2.459 -2.737 -0.058 -0.049 0.015 -0.36
C -0.216 3.977 -2.910 0.001 -0.018 -0.022 -0.15
C 0.371 2.850 0.318 -0.016 0.107 0.011 -0.23
C 1.397 2.480 1.106 -0.115 -0.055 -0.142 -0.34
Ge 1.906 0.592 1.386 -0.067 -0.097 -0.006 0.87
C 3.806 0.415 0.883 -0.018 0.073 -0.018 -0.34
C 4.196 1.350 -0.263 0.048 -0.056 0.074 -0.14
C 1.483 -0.026 3.211 0.081 0.020 -0.011 -0.36
C 0.427 0.830 3.911 -0.002 -0.022 0.007 -0.17
C 2.254 3.494 1.785 -0.034 -0.028 0.001 -0.26
C 2.403 4.782 1.266 0.030 0.006 -0.043 -0.04
C 3.207 5.716 1.897 0.009 0.000 0.013 -0.06
C 3.890 5.382 3.059 0.000 0.008 -0.008 -0.06
C 3.771 4.102 3.577 -0.009 -0.001 -0.005 -0.06
C 2.967 3.169 2.940 0.012 -0.023 0.042 -0.07
H -3.992 3.905 0.084 0.001 0.012 -0.014 0.08
H -2.957 4.201 -1.305 0.014 0.007 0.005 0.06
H -2.294 4.283 0.328 0.004 -0.003 0.001 0.07
H -3.350 1.741 -1.065 0.016 0.006 0.002 0.06
H -2.798 1.795 0.608 0.004 0.026 0.024 0.05
H -1.037 2.041 -3.450 -0.002 -0.020 0.015 0.06
H 0.640 1.986 -2.952 0.002 0.000 -0.015 0.05
H -1.188 4.462 -2.832 0.010 0.006 0.022 0.06
H 0.192 4.221 -3.892 -0.018 0.009 -0.003 0.08
H 0.443 4.424 -2.166 0.006 -0.007 0.006 0.06
H 0.163 3.922 0.275 0.071 0.015 0.046 0.05
H 4.046 -0.621 0.641 0.054 0.057 0.040 0.04
H 4.385 0.657 1.777 0.012 0.024 -0.014 0.07
H 3.567 1.215 -1.151 0.014 0.080 -0.026 0.05
H 5.232 1.194 -0.568 -0.010 -0.002 -0.015 0.08
H 4.090 2.395 0.027 -0.019 0.001 -0.018 0.07
H 2.418 -0.029 3.778 -0.015 -0.010 0.019 0.07
H 1.159 -1.067 3.147 0.005 -0.017 0.005 0.04
H 0.743 1.870 3.994 -0.014 -0.007 -0.001 0.06
H 0.238 0.465 4.922 -0.008 -0.004 -0.008 0.08
H -0.516 0.820 3.363 -0.001 0.015 -0.014 0.05
H 1.915 5.056 0.339 -0.017 -0.020 0.001 0.11
H 3.313 6.705 1.472 -0.003 -0.001 0.006 0.11
H 4.519 6.113 3.550 0.001 -0.003 -0.004 0.11
H 4.304 3.828 4.478 -0.001 0.002 -0.003 0.11
H 2.889 2.177 3.370 0.001 0.018 -0.016 0.08
```
Forces are in eV/Å.

Calculated values
- Total charge: +2
- F_max: 0.4 eV Å⁻¹
- Kohn-Sham gap: 7.3664 eV
- E_tot: -165554.7677 eV

---

Record 2
The following is a quantum chemistry calculation of C32H53N3O3P2Rb as an isolated structure at a distorted geometry, from OMol25.

```
94
Properties=species:S:1:pos:R:3:forces:R:3:lowdin_charge:R:1
Rb -0.116 -1.108 1.702 1.137 0.400 0.102 0.87
C -3.160 1.502 5.173 -0.020 -0.042 0.146 -0.32
P -2.704 1.413 3.396 0.042 0.011 -0.102 0.85
C -0.870 1.524 3.560 -0.069 -0.042 0.072 -0.31
C -2.927 -0.393 3.055 0.103 -0.096 0.191 -0.49
C -2.489 -1.397 4.137 0.014 0.049 -0.088 -0.43
P -2.368 -3.143 3.461 -0.042 0.022 0.092 0.89
C -3.391 -4.014 4.723 -0.043 -0.042 0.151 -0.34
C -0.701 -3.610 4.109 -0.099 0.066 0.035 -0.31
H -3.044 2.529 5.522 0.005 0.000 -0.006 0.03
H -2.538 0.849 5.790 0.004 0.019 -0.020 0.04
H -4.208 1.221 5.304 0.012 0.020 -0.025 0.03
H -0.601 2.550 3.816 -0.020 -0.006 0.026 0.04
H -0.386 1.296 2.610 -0.075 0.278 0.019 -0.03
H -0.482 0.852 4.330 0.019 0.020 -0.015 0.01
H -2.388 -0.601 2.131 -0.495 0.140 -0.094 -0.03
H -3.975 -0.547 2.787 -0.051 -0.029 0.046 0.07
H -3.199 -1.388 4.966 -0.043 -0.018 0.005 0.07
H -1.525 -1.124 4.579 0.035 0.006 -0.061 0.04
H -3.082 -3.772 5.745 -0.015 -0.009 -0.022 0.03
H -3.306 -5.093 4.577 -0.001 0.005 -0.004 0.03
H -4.440 -3.742 4.595 0.012 -0.002 -0.001 0.02
H -0.672 -3.554 5.200 0.027 -0.016 -0.008 0.04
H 0.068 -2.929 3.738 -0.034 -0.129 0.067 -0.03
H -0.456 -4.622 3.781 -0.005 -0.010 0.016 0.03
C 3.087 -0.342 -5.058 -0.012 -0.038 -0.057 -0.04
C 3.985 0.245 -3.960 -0.054 0.006 0.086 -0.56
C 4.459 1.643 -4.375 0.016 0.036 -0.020 -0.05
C 5.206 -0.657 -3.799 0.088 -0.048 -0.015 -0.07
C 3.184 0.349 -2.663 -0.083 0.092 -0.139 -0.16
C 3.552 -0.273 -1.482 -0.111 -0.017 -0.010 0.01
C 2.722 -0.147 -0.373 -0.020 -0.042 0.139 -0.11
N 1.587 0.544 -0.377 0.196 -0.192 0.244 0.09
C 1.227 1.151 -1.503 -0.565 0.185 0.107 -0.21
C 1.997 1.082 -2.650 0.158 -0.033 -0.140 0.03
C -0.110 1.865 -1.471 0.537 -0.328 0.003 -0.19
C -0.579 2.553 -2.577 -0.159 0.128 -0.085 0.03
C -1.833 3.160 -2.554 0.161 -0.005 -0.167 -0.16
C -2.551 3.050 -1.376 -0.122 0.005 0.114 0.00
C -2.002 2.350 -0.308 0.164 -0.081 -0.050 -0.10
N -0.811 1.762 -0.343 -0.251 0.096 0.136 0.13
C -2.344 3.890 -3.795 0.023 -0.043 0.083 -0.56
C -1.413 5.068 -4.107 0.021 0.044 -0.025 -0.05
C -3.760 4.426 -3.594 -0.085 0.041 -0.001 -0.07
C -2.357 2.918 -4.982 -0.012 -0.028 -0.046 -0.04
H 3.658 -0.460 -5.983 -0.004 0.001 0.022 0.08
H 2.232 0.301 -5.274 0.023 -0.003 0.027 0.08
H 2.700 -1.319 -4.763 0.021 0.022 0.002 0.09
H 5.022 1.586 -5.311 -0.013 0.007 0.022 0.08
H 5.105 2.078 -3.610 -0.013 -0.017 -0.016 0.09
H 3.618 2.322 -4.528 0.018 -0.023 -0.002 0.08
H 5.738 -0.718 -4.751 0.003 -0.009 0.017 0.08
H 4.922 -1.670 -3.507 -0.013 0.021 -0.024 0.09
H 5.902 -0.271 -3.051 -0.029 0.015 -0.015 0.09
H 4.443 -0.879 -1.398 -0.001 0.030 -0.008 0.11
H 2.977 -0.645 0.560 0.024 0.056 -0.019 0.08
H 1.666 1.571 -3.555 0.032 -0.019 0.003 0.10
H 0.024 2.614 -3.471 -0.027 0.008 0.010 0.10
H -3.535 3.484 -1.261 0.023 -0.005 -0.013 0.10
H -2.559 2.260 0.620 0.022 -0.017 0.017 0.06
H -1.393 5.781 -3.279 -0.011 -0.025 -0.014 0.09
H -1.758 5.592 -5.003 0.008 -0.012 0.026 0.08
H -0.389 4.736 -4.286 -0.031 -0.010 0.006 0.08
H -3.807 5.155 -2.782 0.021 -0.015 -0.025 0.09
H -4.467 3.624 -3.372 0.033 0.008 -0.021 0.09
H -4.093 4.923 -4.508 0.006 -0.006 0.024 0.08
H -1.355 2.557 -5.222 -0.020 0.011 0.023 0.08
H -2.755 3.415 -5.871 0.009 -0.003 0.026 0.08
H -2.980 2.048 -4.765 0.008 0.025 -0.001 0.10
O 3.338 -1.381 2.602 -0.117 0.069 0.083 -0.02
C 2.899 -1.095 3.716 -0.293 -0.032 -0.208 -0.53
C 3.809 -0.709 4.880 0.021 0.084 0.106 -0.11
C 2.852 -0.676 6.061 0.111 -0.075 0.000 -0.11
C 1.479 -0.775 5.394 -0.074 -0.105 -0.271 -0.54
O 0.433 -0.639 6.023 -0.024 0.018 -0.081 -0.01
N 1.581 -1.052 4.060 0.389 0.090 0.441 0.05
H 4.230 0.274 4.655 0.016 -0.011 0.005 0.11
H 4.641 -1.409 4.955 -0.030 -0.032 0.038 0.11
H 2.903 0.214 6.687 0.010 0.019 -0.025 0.11
H 2.964 -1.545 6.715 0.010 0.024 0.018 0.11
C 0.483 -3.698 -0.668 0.104 0.000 -0.044 -0.07
C -0.906 -3.094 -1.000 0.062 0.074 0.135 -0.85
C -0.738 -2.205 -2.250 -0.013 0.128 -0.116 -0.06
C -1.859 -4.251 -1.349 -0.135 -0.127 0.024 -0.07
O -1.375 -2.367 0.055 -0.280 -0.507 -0.892 -0.52
H 0.875 -4.355 -1.455 -0.043 0.005 0.010 0.07
H 0.409 -4.274 0.260 -0.007 0.002 -0.023 0.07
H 1.225 -2.900 -0.517 -0.122 -0.046 0.007 0.06
H -0.322 -2.732 -3.121 -0.039 -0.027 0.062 0.07
H -0.071 -1.371 -2.002 -0.035 -0.030 -0.016 0.06
H -1.713 -1.787 -2.523 0.048 -0.001 0.011 0.07
H -1.534 -4.846 -2.213 0.012 0.048 0.025 0.06
H -2.851 -3.837 -1.554 0.050 -0.017 -0.008 0.07
H -1.950 -4.913 -0.482 0.004 0.038 -0.028 0.07
```
Forces are in eV/Å.

Calculated values
- Total charge: -1
- Relative energy (zero: lowest compared OMol25 entry of this formula, charge and spin): 0.3833 eV
- F_max: 1.2 eV Å⁻¹
- Kohn-Sham gap: 5.9308 eV
- E_tot: -63893.7858 eV